Below is C31H49F2Sn as an isolated structure at a distorted geometry, with properties calculated with ωB97M-V/def2-TZVPD.

Values from the calculation:
LUMO energy: 2.6 eV
orbital gap: 2.971 eV
2S+1: 1
net charge: -1
HOMO level: -0.366 eV

Structure (XYZ):
```
83
Properties=species:S:1:pos:R:3:forces:R:3:mulliken_charge:R:1
C -1.670978 3.467591 0.424500 -0.071 0.113 0.353 -0.9191
C -0.206515 3.064201 0.640492 0.271 -0.847 0.035 -0.6343
C 0.440649 2.121008 -0.355879 -2.100 1.855 -0.402 -0.2902
C 1.294215 1.051348 0.110192 1.451 -1.636 -1.553 -0.8146
Sn 2.494473 0.972861 -1.767700 -2.262 0.559 2.567 0.8384
C 1.267008 -0.217559 -3.143951 0.531 0.595 0.114 -1.1632
C 1.084078 -1.668097 -2.674862 0.101 0.121 -0.362 -0.3196
C 1.884922 -2.621461 -3.559354 -0.222 0.016 -0.005 -0.3148
C 1.703464 -4.082189 -3.184781 0.105 -0.066 -0.053 -1.3939
C 2.742631 3.091390 -2.158899 0.002 -1.239 -0.144 -0.8331
C 3.466345 3.171513 -3.486096 0.360 0.609 -0.463 -0.4200
C 2.626421 3.749207 -4.630889 0.271 -0.008 -0.015 -0.6312
C 1.386613 2.952543 -5.004803 -0.378 -0.082 -0.148 -0.8611
C 4.255301 -0.043721 -1.150361 0.757 -0.311 -0.556 -1.3734
C 4.449572 -0.485545 0.317622 -0.047 -0.158 -0.152 -0.4014
C 5.519687 0.319177 1.067108 -0.100 -0.134 -0.320 -0.3589
C 5.695862 -0.095301 2.522069 0.059 0.110 -0.090 -1.3148
H 3.504399 -0.525626 0.885959 0.242 0.221 -0.224 0.2963
H -1.959082 4.297786 1.090996 0.063 -0.018 -0.210 0.3597
H -1.957207 3.734819 -0.593144 0.259 0.090 -0.199 0.3095
H -2.308055 2.623736 0.724049 0.072 0.028 -0.198 -0.0334
H 0.490876 3.903888 0.810794 -0.613 0.416 0.181 0.2184
H -0.269047 2.534395 1.602927 0.300 0.023 0.505 0.2186
H -2.679366 -0.234230 2.618980 0.455 0.301 -0.387 0.3640
H -0.191340 1.885716 -1.238127 0.115 -0.081 0.426 -0.1186
H 2.001861 1.141522 0.955980 -0.494 0.352 -0.265 0.5491
H 0.866604 0.031683 0.086601 -0.165 -0.432 0.913 0.0070
H 0.295852 0.285163 -3.205943 0.306 0.127 -0.051 0.4198
H 1.775557 -0.153508 -4.119639 -0.455 -0.257 0.077 0.4124
H 1.318378 -1.819377 -1.610524 0.075 0.088 -0.156 0.1850
H 0.022413 -1.922512 -2.787707 0.078 -0.133 0.105 0.3947
H 1.523029 -2.464555 -4.583389 0.134 -0.061 0.018 0.3515
H 2.951843 -2.361375 -3.570103 -0.131 0.059 0.126 0.2411
H 2.220172 -4.717877 -3.908460 -0.046 -0.123 0.114 0.3907
H 2.109547 -4.290111 -2.188502 -0.092 -0.006 -0.107 0.2930
H 0.640419 -4.346784 -3.191320 0.125 -0.033 0.049 0.3267
H 1.730207 3.499785 -2.128977 0.259 -0.052 0.051 0.2515
H 3.316552 3.462262 -1.306429 -0.086 0.113 -0.113 0.5195
H 4.361887 3.787852 -3.353857 0.093 0.043 -0.318 0.2813
H 3.829158 2.180145 -3.797714 0.134 0.205 -0.237 0.2449
H 2.328869 4.772502 -4.382084 0.033 -0.003 0.076 0.2832
H 3.265304 3.813650 -5.517888 -0.001 0.086 -0.050 0.3888
H 0.883355 3.414639 -5.859298 0.045 0.034 -0.009 0.3880
H 1.621702 1.929545 -5.306600 0.126 -0.034 0.084 0.1761
H 0.636771 2.894239 -4.212083 0.199 0.019 0.163 0.2186
H 4.284267 -0.928353 -1.802151 0.496 0.251 -0.006 0.2544
H 4.995024 0.707738 -1.471245 0.416 -0.650 0.125 0.4797
H 4.826039 -1.523043 0.278498 -0.186 0.177 0.186 0.3733
H 6.457809 0.116445 0.538059 0.065 0.209 0.024 0.3232
H 5.346546 1.401298 0.987176 -0.147 -0.188 0.029 0.2646
H 6.525274 0.461275 2.962502 -0.012 -0.038 0.133 0.3761
H 4.802569 0.091893 3.121626 -0.014 -0.009 -0.071 0.3152
H 5.935468 -1.159344 2.584501 -0.040 -0.013 0.055 0.3039
C -7.827822 2.430216 2.182416 -0.166 0.472 0.083 -1.3172
C -6.727927 1.449936 1.942551 0.678 -0.254 -0.173 0.7529
C -6.327176 0.584106 2.956729 0.486 -0.274 0.150 0.3846
F -6.891782 0.739858 4.198525 -0.095 -0.266 -0.629 -0.3532
C -5.266728 -0.315189 2.845771 -0.291 0.988 -0.289 -0.7989
C -4.493371 -0.317742 1.677673 -0.354 -0.175 0.643 0.7808
C -3.059705 -0.860366 1.808870 0.385 -0.234 -1.189 -0.8085
C -2.586173 -2.252393 2.260903 -0.798 -0.847 -0.045 0.6329
C -3.036004 -2.770686 3.481235 0.404 0.333 0.228 -0.6303
C -2.328485 -3.797827 4.086295 0.484 0.102 0.400 0.3970
F -2.532100 -3.989096 5.435293 -0.381 -0.378 -0.702 -0.3479
C -1.256179 -4.485463 3.508443 -0.185 1.077 -0.330 0.7872
C -0.466521 -5.488940 4.291716 0.393 -0.194 0.317 -1.3210
C -0.856061 -3.985250 2.252806 -0.448 -0.627 -0.063 -0.7428
C -1.557234 -2.967852 1.607773 -0.266 1.051 -0.084 -0.7050
C -4.898441 0.519739 0.620110 0.845 -0.172 0.357 -0.6974
C -5.940653 1.438764 0.775730 -0.184 -0.742 0.065 -0.6342
H -7.937042 3.082539 1.308933 -0.045 -0.096 0.196 0.3565
H -8.801971 1.958687 2.391359 0.402 0.062 -0.071 0.3009
H -7.565630 3.052168 3.050184 -0.231 -0.065 -0.199 0.2817
H -4.912226 -0.828324 3.726355 -0.287 0.070 0.057 0.3760
H -2.522158 -0.628525 0.861438 -0.170 0.096 0.757 0.2791
H -3.828055 -2.267071 4.040506 0.485 -0.354 -0.041 0.2596
H 0.389587 -5.845552 3.709581 -0.178 0.062 0.018 0.3591
H -0.063048 -5.008685 5.194763 -0.101 -0.173 -0.141 0.2797
H -1.033252 -6.374366 4.627998 0.011 0.455 -0.230 0.3051
H 0.034632 -4.401541 1.766106 -0.455 0.026 0.166 0.2941
H -1.281308 -2.634074 0.597007 0.221 -0.116 0.611 0.4259
H -4.251546 0.523982 -0.262389 -0.340 0.257 0.197 0.4013
H -6.113021 2.166700 -0.022554 -0.157 -0.290 0.291 0.2789
```
Positions in Å, forces in eV/Å.

---

Below is the molecule C2H5NOS at a distorted geometry, with properties calculated with ωB97M-V/def2-TZVPD.

Values from the calculation:
LUMO energy: 0.7 eV
orbital gap: 9.626 eV
2S+1: 1
SMILES: CSNC=O
HOMO level: -8.901 eV

Structure (XYZ):
```
10
Properties=species:S:1:pos:R:3:forces:R:3:nbo_charge:R:1
C -2.183121 0.220913 -0.315218 1.967 -0.796 1.579 0.5114
C 1.214349 -0.012253 0.956824 2.029 2.328 0.758 -0.7468
N -1.006876 0.883707 -0.645850 -1.079 -0.030 -1.095 -0.7954
O -2.338705 -0.359482 0.727009 -0.193 0.148 0.623 -0.5772
S 0.281870 1.429658 0.331112 -0.271 0.152 0.229 0.3949
H -2.892528 0.053317 -1.094301 -0.554 0.582 -1.232 0.1252
H 1.091611 -0.848412 0.341008 -0.359 -1.348 -0.685 0.2331
H 0.978368 -0.144498 2.023335 -0.060 -0.340 -0.625 0.2314
H 2.340682 0.313654 0.880944 -2.094 -0.582 0.129 0.2271
H -1.084653 1.306651 -1.569393 0.615 -0.115 0.320 0.3964
```
Positions in Å, forces in eV/Å.

---

Below is a 7-piece molecular cluster, C18H50O7 overall at a distorted geometry, with properties calculated with ωB97M-V/def2-TZVPD.

Values from the calculation:
LUMO energy: 0.3 eV
orbital gap: 9.572 eV
2S+1: 1
SMILES: CC(C)O.CC(C)O.CC(C)O.CC(C)O.CC(C)O.CC(C)O.O
HOMO level: -9.234 eV

Structure (XYZ):
```
75
Properties=species:S:1:pos:R:3:forces:R:3:mulliken_charge:R:1
O 0.263227 0.370193 0.104083 -0.270 -0.613 0.006 -0.6781
H 0.877011 -0.203297 0.612689 -0.215 0.375 -0.367 0.3372
H -0.309503 -0.240907 -0.411531 0.444 0.286 0.254 0.1154
C 3.974994 -0.628955 -3.019939 -0.039 0.931 0.668 -1.1893
C 2.614758 -1.161144 -3.431795 0.269 -0.086 -0.115 0.5251
C 1.489126 -0.164832 -3.193546 0.638 0.173 -0.487 -0.6319
O 2.653167 -1.521543 -4.820323 -0.129 -0.153 0.221 -0.5820
H 3.960436 -0.278519 -1.979343 -0.102 -0.249 0.003 0.0633
H 4.204768 0.285462 -3.579251 0.058 -0.181 -0.226 0.3948
H 4.799514 -1.330183 -3.116991 -0.131 -0.185 -0.225 0.3607
H 2.427668 -2.082212 -2.873412 -0.100 -0.083 -0.237 0.0031
H 1.391857 0.126350 -2.148699 -0.184 -0.146 0.005 0.0662
H 0.567894 -0.547487 -3.630129 -0.135 -0.074 0.307 0.2522
H 1.740772 0.736406 -3.766945 -0.084 0.094 0.121 0.4505
H 2.772007 -0.699945 -5.311666 0.004 -0.085 -0.034 0.3737
C -1.857173 4.462247 -1.755541 -0.657 -0.610 0.308 -1.5042
C -1.523338 3.002459 -1.524187 -0.066 -0.279 -1.115 0.6806
C -1.040900 2.309862 -2.804095 0.661 0.118 0.268 -0.8261
O -0.506735 2.950910 -0.547792 -0.014 -0.468 0.477 -0.6501
H -2.184820 4.914206 -0.818409 0.268 0.131 0.025 0.3739
H -2.725697 4.496024 -2.417720 0.257 0.264 -0.277 0.4021
H -0.984811 4.966521 -2.163673 -0.107 0.216 -0.061 0.3493
H -2.428720 2.428270 -1.280618 0.011 0.263 0.784 0.1183
H -0.182045 2.849776 -3.214495 -0.099 0.027 -0.100 0.3169
H -1.811973 2.205904 -3.566029 -0.101 0.094 0.036 0.4415
H -0.670387 1.319008 -2.532522 -0.148 -0.074 -0.108 -0.1447
H -0.331932 2.022015 -0.281110 0.153 0.319 -0.199 0.4042
C -4.782948 -0.325781 1.166709 0.022 -0.185 -0.500 -1.1629
C -4.137411 -1.426624 1.995383 0.579 0.621 0.136 0.2582
C -2.631749 -1.157887 2.127905 -0.187 -0.200 0.351 -0.3132
O -4.698422 -1.490455 3.311020 -0.190 -0.167 -0.386 -0.5951
H -4.334366 -0.335408 0.168958 0.018 0.086 0.024 0.2757
H -4.602273 0.666829 1.586384 0.021 -0.037 0.125 0.2854
H -5.854521 -0.466482 1.022432 -0.025 -0.058 0.227 0.3698
H -4.296769 -2.386192 1.502236 -0.220 -0.102 0.263 0.1770
H -2.509128 -0.368114 2.868822 0.061 0.243 -0.231 0.1669
H -2.164996 -0.865557 1.186438 -0.019 0.023 0.057 0.0082
H -2.103031 -2.009299 2.563108 -0.095 -0.164 -0.186 0.3179
H -4.796512 -0.572952 3.591283 -0.025 -0.110 0.150 0.3816
C -2.230438 -3.680607 -0.586137 -0.514 -0.337 0.599 -1.4953
C -0.963863 -2.846276 -0.545003 -0.057 -0.277 -0.806 1.0789
C 0.211817 -3.569949 -1.185111 0.438 -0.787 -0.013 -1.2718
O -1.209828 -1.606018 -1.244403 0.044 -0.428 0.267 -0.5792
H -3.102413 -3.124342 -0.236525 0.179 0.263 -0.051 0.2354
H -2.172412 -4.537700 0.091968 0.212 -0.049 -0.173 0.3858
H -2.484823 -4.056517 -1.579901 0.282 0.047 -0.097 0.3985
H -0.717599 -2.610039 0.489422 -0.073 0.309 -0.028 -0.0220
H 0.371917 -4.551891 -0.723910 -0.071 0.161 0.254 0.4758
H 1.160721 -3.035426 -1.124553 -0.154 0.266 0.130 -0.0326
H 0.071928 -3.831681 -2.239132 -0.347 0.370 -0.035 0.3936
H -1.461377 -1.889379 -2.132325 0.031 0.404 -0.062 0.3210
C 4.471060 -2.267887 1.069056 0.163 -0.111 0.016 -1.3019
C 3.496163 -1.300469 1.744157 -0.263 -0.403 -0.027 0.5749
C 3.986870 0.130489 1.756022 0.409 -0.237 -0.299 -1.1898
O 2.201381 -1.386814 1.083526 0.572 -0.174 0.214 -0.4582
H 5.312461 -2.518215 1.719693 0.031 0.296 0.020 0.3897
H 4.860102 -1.869508 0.130976 -0.030 0.112 0.019 0.2456
H 4.019449 -3.236183 0.833407 -0.267 0.128 0.067 0.4075
H 3.308978 -1.650001 2.765111 0.242 0.165 0.107 0.2704
H 4.139725 0.496313 0.738454 -0.268 -0.004 -0.061 0.2282
H 4.984134 0.141683 2.201321 -0.100 0.049 0.214 0.4175
H 3.338445 0.812267 2.299113 -0.104 -0.046 0.024 0.1711
H 1.969217 -2.312250 1.226703 -0.395 0.135 -0.264 0.1278
C -1.288204 1.969165 2.983804 -0.051 0.300 0.728 -0.6852
C -0.563042 3.311314 3.024908 0.311 0.183 -0.723 0.1907
C 0.960156 3.156230 2.964657 -0.084 -0.099 0.399 -1.0996
O -0.995974 4.139564 1.949538 0.208 -0.212 -0.171 -0.5741
H -2.331755 2.160069 2.730836 0.008 -0.103 -0.182 0.2515
H -1.293883 1.529986 3.987548 0.135 -0.171 -0.095 0.5353
H -0.834689 1.266880 2.287072 -0.057 0.048 -0.144 -0.0913
H -0.844086 3.851015 3.930433 0.014 0.001 0.053 0.3694
H 1.463463 4.119665 2.888309 -0.159 0.099 0.052 0.3849
H 1.263318 2.566297 2.096355 -0.121 -0.089 -0.022 0.0284
H 1.322366 2.661627 3.871215 0.059 -0.082 -0.082 0.4270
H -0.686343 3.719893 1.115735 -0.345 0.320 0.209 0.5002
```
Positions in Å, forces in eV/Å.

---

Below is the molecule C2H4OS2 at a distorted geometry, with properties calculated with ωB97M-V/def2-TZVPD.

Values from the calculation:
LUMO energy: -0.1 eV
orbital gap: 9.072 eV
2S+1: 1
SMILES: OC(=S)CS
HOMO level: -9.184 eV

Structure (XYZ):
```
9
Properties=species:S:1:pos:R:3:forces:R:3:nbo_charge:R:1
C 0.901093 0.196151 0.367643 -0.449 3.605 -0.101 -0.6118
C -0.472266 0.701266 -0.330069 0.962 -4.324 2.049 0.1582
H 0.244233 -2.224275 -0.193595 -0.306 0.318 0.249 0.1515
H 0.620797 0.471325 1.580391 1.168 -1.425 -3.342 0.2603
H 1.738885 1.019838 -0.005641 -1.854 -2.578 1.158 0.2571
H -2.193043 -0.186869 -0.130945 1.450 -0.882 -0.240 0.4931
O -1.240086 -0.518600 -0.109943 -1.707 3.892 -0.666 -0.7246
S 1.388768 -1.547623 -0.244474 0.601 1.750 0.736 -0.0194
S -0.988381 2.088787 -0.933367 0.134 -0.356 0.156 0.0357
```
Positions in Å, forces in eV/Å.